Run i
Computed, not measured: C41H10BrF19GeO5PRbS as an isolated structure, with ωB97M-V/def2-TZVPD.

Geometry (Å):
Rb -2.130 0.405 0.260
F -2.020 8.337 -0.286
C -1.527 7.099 -0.271
C -0.472 6.780 0.557
F 0.060 7.718 1.350
C 0.038 5.492 0.552
F 1.106 5.282 1.342
C -0.486 4.490 -0.244
P 0.031 2.727 -0.258
C 1.506 2.876 -1.361
C 1.532 2.121 -2.525
C 2.605 2.200 -3.406
C 3.668 3.042 -3.131
C 3.654 3.809 -1.967
C 2.584 3.724 -1.096
C 0.891 2.378 1.333
C 0.364 2.753 2.570
C 0.976 2.335 3.739
C 2.100 1.521 3.702
C 2.613 1.126 2.478
C 2.013 1.554 1.303
C -1.536 4.844 -1.091
Br -2.318 3.608 -2.291
C -2.049 6.125 -1.109
F -3.046 6.476 -1.925
H 0.703 1.458 -2.753
H 2.605 1.600 -4.308
H 4.504 3.104 -3.815
H 4.481 4.470 -1.741
H 2.591 4.311 -0.187
H -0.532 3.356 2.598
H 0.555 2.641 4.688
H 2.561 1.183 4.621
H 3.470 0.466 2.427
H 2.420 1.219 0.357
O -5.867 5.788 1.090
C -5.145 4.829 0.875
C -5.541 3.553 0.168
O -6.613 3.346 -0.382
C -4.391 2.627 0.271
C -3.321 3.312 0.950
O -2.190 2.799 1.221
C -3.707 4.677 1.276
O -2.987 5.543 1.785
O -4.346 1.449 -0.164
F 0.992 -5.667 -1.523
C 0.892 -4.486 -2.163
C 0.580 -3.342 -1.451
C 0.462 -2.180 -2.196
F 0.130 -1.012 -1.635
C 0.672 -2.146 -3.568
F 0.555 -1.004 -4.253
C 1.003 -3.313 -4.234
F 1.211 -3.296 -5.556
C 1.111 -4.500 -3.529
F 1.422 -5.633 -4.173
Ge 0.192 -3.467 0.504
S -0.107 -1.703 1.581
C 1.666 -4.537 1.301
C 1.513 -4.984 2.601
F 0.335 -4.858 3.225
C 2.539 -5.568 3.326
F 2.344 -5.997 4.578
C 3.787 -5.703 2.742
F 4.794 -6.260 3.426
C 3.987 -5.253 1.450
F 5.194 -5.373 0.883
C 2.927 -4.678 0.763
F 3.200 -4.241 -0.481
C -1.396 -4.679 0.353
C -2.550 -4.120 -0.172
F -2.566 -2.825 -0.539
C -3.723 -4.831 -0.369
F -4.811 -4.251 -0.879
C -3.755 -6.174 -0.031
F -4.875 -6.886 -0.208
C -2.621 -6.778 0.478
F -2.645 -8.082 0.785
C -1.469 -6.026 0.653
F -0.401 -6.702 1.110

The spin multiplicity is 1. Its LUMO energy is 3.289 eV. The calculation puts the HOMO energy at -0.0585 Ha. The calculation puts the frontier orbital gap at 4.8793 eV. The net charge is -2.


Run ii
Computed, not measured: C41H10BrF19GeO5PRbS as an isolated structure, with ωB97M-V/def2-TZVPD.

Geometry (Å):
Rb -0.016 -1.247 -2.029
F -7.689 -2.520 -2.097
C -6.545 -2.090 -1.569
C -6.197 -2.447 -0.285
F -7.010 -3.234 0.432
C -5.016 -1.981 0.259
F -4.772 -2.332 1.535
C -4.131 -1.182 -0.449
P -2.520 -0.576 0.200
C -3.105 0.757 1.334
C -2.829 2.064 0.944
C -3.218 3.142 1.730
C -3.891 2.918 2.920
C -4.177 1.617 3.319
C -3.788 0.544 2.533
C -1.928 -1.842 1.377
C -2.052 -3.206 1.119
C -1.445 -4.126 1.961
C -0.696 -3.702 3.051
C -0.550 -2.345 3.297
C -1.162 -1.421 2.464
C -4.522 -0.813 -1.741
Br -3.476 0.331 -2.815
C -5.710 -1.256 -2.289
F -6.087 -0.896 -3.516
H -2.299 2.233 0.016
H -2.986 4.151 1.411
H -4.191 3.753 3.542
H -4.702 1.440 4.250
H -4.000 -0.468 2.853
H -2.595 -3.539 0.240
H -1.550 -5.183 1.752
H -0.213 -4.427 3.695
H 0.057 -2.001 4.126
H -1.023 -0.363 2.655
O -5.042 -4.366 -5.324
C -4.095 -3.874 -4.730
C -2.920 -3.177 -5.360
O -2.728 -3.026 -6.559
C -2.052 -2.718 -4.252
C -2.634 -3.149 -3.001
O -2.130 -2.928 -1.861
C -3.893 -3.841 -3.250
O -4.663 -4.304 -2.399
O -0.992 -2.055 -4.358
F 4.648 3.518 0.391
C 3.321 3.662 0.202
C 2.514 2.538 0.120
C 1.167 2.781 -0.070
F 0.290 1.779 -0.200
C 0.647 4.066 -0.156
F -0.664 4.265 -0.347
C 1.487 5.156 -0.054
F 0.995 6.399 -0.133
C 2.844 4.956 0.127
F 3.666 6.010 0.228
Ge 3.388 0.736 0.270
S 2.228 -0.999 0.442
C 4.614 0.874 1.842
C 5.614 -0.076 1.971
F 5.822 -0.966 0.991
C 6.439 -0.155 3.076
F 7.405 -1.080 3.157
C 6.264 0.742 4.114
F 7.054 0.684 5.194
C 5.270 1.696 4.031
F 5.097 2.563 5.039
C 4.463 1.741 2.905
F 3.506 2.687 2.890
C 4.533 0.869 -1.375
C 3.917 0.624 -2.592
F 2.597 0.372 -2.639
C 4.590 0.639 -3.801
F 3.955 0.396 -4.950
C 5.943 0.924 -3.812
F 6.616 0.954 -4.968
C 6.593 1.194 -2.623
F 7.901 1.490 -2.637
C 5.883 1.169 -1.435
F 6.577 1.481 -0.327

The spin multiplicity is 1. Its LUMO energy is 3.240 eV. The calculation puts the HOMO energy at -0.0505 Ha. The calculation puts the frontier orbital gap at 4.6147 eV. The net charge is -2.


The structure with the least stability is run i.


Run i
Computed, not measured: a 2-piece molecular cluster, CH4N3P overall, with ωB97M-V/def2-TZVPD.

Geometry (Å):
C -1.610 -1.385 0.280
N -0.411 -1.220 -0.004
N 0.648 -1.183 -0.409
N 1.854 2.216 0.334
P 1.286 1.283 -0.773
H -1.883 -2.483 0.464
H -2.534 -0.838 0.111
H 2.760 1.952 0.652
H -0.110 1.659 -0.654

The spin multiplicity is 3. Its LUMO energy (alpha / beta) is 0.651 / -2.295 eV. The calculation puts the HOMO energy (alpha / beta) at -0.2445 / -0.3212 Ha. The calculation puts the frontier orbital gap (alpha / beta) at 7.3031 / 6.4461 eV.


Run ii
Computed, not measured: a 2-piece molecular cluster, CH4N3P overall, with ωB97M-V/def2-TZVPD.

Geometry (Å):
C -0.264 1.019 -0.516
N 1.148 0.765 -0.151
N 1.436 -0.360 0.215
N 0.541 -1.331 -0.067
P -1.096 -0.644 -0.196
H -0.613 1.717 0.250
H -0.497 1.305 -1.598
H 0.982 -2.097 0.485
H -1.636 -0.374 1.578

The spin multiplicity is 3. Its LUMO energy (alpha / beta) is 0.725 / -2.806 eV. The calculation puts the HOMO energy (alpha / beta) at -0.2105 / -0.3592 Ha. The calculation puts the frontier orbital gap (alpha / beta) at 6.4520 / 6.9671 eV.


The structure with the least stability is run ii.


Run i
Computed, not measured: ClHNO2P as an isolated structure, with ωB97M-V/def2-TZVPD.

Geometry (Å):
N -0.688 0.951 1.357
O -1.169 -0.135 1.481
O -0.882 1.961 1.993
P 0.490 1.435 -0.027
Cl -1.857 1.151 -1.283
H 1.006 0.161 -0.476

The spin multiplicity is 1. Its LUMO energy (alpha / beta) is -2.955 / -2.954 eV. The calculation puts the HOMO energy (alpha / beta) at -0.4037 / -0.4037 Ha. The calculation puts the frontier orbital gap (alpha / beta) at 8.0296 / 8.0305 eV.


Run ii
Computed, not measured: one molecule with the formula ClHNO2P, with ωB97M-V/def2-TZVPD.

Geometry (Å):
N -0.740 0.673 -0.301
O -0.002 1.601 -0.167
O -1.813 0.585 -0.805
P 0.138 -1.187 0.504
Cl 1.623 -0.355 1.512
H 0.794 -1.316 -0.743

The spin multiplicity is 1. Its LUMO energy is -0.673 eV. The calculation puts the HOMO energy at -0.3632 Ha. The calculation puts the frontier orbital gap at 9.2093 eV. Its SMILES is O=[N+]([O-])PCl.


The structure with the least stability is run i.